Molecular formula: C23H47AlN3O3
Method: DFT, ωB97M-V with the def2-TZVPD basis set

Cartesian coordinates (Å):
Al1 -0.9773 0.7081 1.6381
O1 -1.5484 0.8172 3.4170
O2 -0.8953 -2.2467 0.9765
O3 0.3430 1.0399 4.3575
N1 2.1439 -4.1063 -3.6439
N2 0.1484 5.8451 -0.6114
N3 -0.7233 1.5576 4.1833
C1 -5.4736 -1.2197 -0.0931
C2 -3.1586 -1.7835 0.5732
C3 -4.7600 -1.7927 2.2904
C4 1.3324 8.0938 -0.3055
C5 -3.7724 -2.1155 3.1793
C6 1.2366 5.3994 1.6666
C7 3.4899 -4.2605 -3.1235
C8 -2.1662 -2.1043 1.4648
C9 -0.0660 -1.0504 1.1520
C10 -2.0855 -3.3544 5.1221
C11 0.0080 5.3505 0.7525
C12 -4.4607 -1.6173 0.9590
C13 1.0719 -4.2042 -2.6610
C14 2.8916 -3.1125 -5.7929
C15 4.1301 -3.0600 -2.4149
C16 -0.2816 -3.5728 3.3981
C17 0.1137 7.2858 -0.7701
C18 1.0085 3.6911 -1.4715
C19 -2.4570 -2.3031 2.8090
C20 -1.4316 -2.6614 3.8809
C21 1.9530 -3.0305 -4.5969
C22 0.8791 -3.0411 -1.6842
C23 1.1729 5.2015 -1.4112
H1 5.2078 -3.2203 -2.3255
H2 -2.1859 -2.6548 5.9552
H3 0.7654 -1.2386 1.8502
H4 3.9865 -2.1282 -2.9637
H5 2.0597 -2.0403 -4.1284
H6 1.1079 5.5896 -2.4330
H7 -2.8459 -1.6396 -0.4570
H8 -0.6538 -4.4676 2.8976
H9 -0.0739 -3.1483 -1.1646
H10 0.3172 -3.8276 4.2793
H11 -4.9549 -0.5471 -0.7847
H12 1.1799 3.2256 -0.5003
H13 2.2693 7.6759 -0.6756
H14 3.9318 -2.9421 -5.5109
H15 -0.8173 5.8808 1.2355
H16 0.1453 1.8632 1.4571
H17 -4.0791 -2.2151 4.2138
H18 2.1385 5.0374 1.1706
H19 -6.3032 -0.6445 0.3244
H20 1.2597 9.1175 -0.6835
H21 0.8655 -2.0741 -2.1894
H22 -0.3295 4.3123 0.7037
H23 4.1433 -4.5487 -3.9534
H24 1.6521 -3.0232 -0.9173
H25 2.8185 -4.0862 -6.2809
H26 0.4111 -0.8764 0.1758
H27 0.9291 -3.0868 -4.9759
H28 -2.1259 1.0400 0.5665
H29 3.5104 -5.1226 -2.4517
H30 -1.0364 -1.7120 4.2625
H31 -5.8235 -2.0750 -0.6776
H32 -3.0226 -3.8586 4.8815
H33 3.7446 -2.9287 -1.4055
H34 -5.7821 -1.6568 2.6333
H35 2.6234 -2.3485 -6.5250
H36 1.3847 8.1597 0.7805
H37 1.0672 4.7600 2.5348
H38 2.1883 5.4350 -1.0519
H39 1.4280 6.4051 2.0434
H40 1.2025 -5.1279 -2.0894
H41 0.1339 -4.3442 -3.2096
H42 -1.4043 -4.1364 5.4727
H43 0.0091 3.4191 -1.8132
H44 -0.0450 7.4984 -1.8338
H45 -0.7784 7.6740 -0.2693
H46 1.7298 3.2649 -2.1726
H47 0.3854 -2.9910 2.7656

Force components x, y, z for each atom (eV/Å):
Al 0.3 0.0 -0.4
O 0.3 0.6 -0.3
O 0.3 0.2 0.1
O -0.2 0.4 0.0
N -0.2 -0.3 0.0
N -0.2 0.3 0.0
N -0.1 -0.9 0.1
C 0.5 0.4 0.0
C 0.5 0.0 -0.8
C -0.9 0.3 -0.2
C -0.1 0.2 0.0
C -0.4 -0.1 0.8
C 0.0 0.1 0.2
C 0.3 0.0 -0.2
C 0.8 -0.4 0.2
C -0.2 0.5 -0.1
C 0.6 -0.1 -0.3
C -0.1 -0.4 0.1
C -0.8 0.1 -0.7
C -0.3 0.1 0.1
C 0.0 0.0 0.0
C 0.1 -0.1 0.1
C 0.2 1.1 0.4
C 0.0 0.1 -0.2
C 0.1 -0.1 0.0
C 0.4 -0.2 0.7
C -0.3 -0.6 0.4
C 0.2 0.1 0.0
C 0.0 -0.1 0.0
C 0.0 -0.2 0.0
H 0.0 0.0 0.0
H -0.4 -0.1 -0.1
H -0.2 -0.3 0.0
H 0.0 0.0 0.0
H 0.0 0.1 -0.1
H -0.1 0.2 0.1
H -0.1 0.1 0.0
H 0.1 0.0 0.0
H 0.0 0.0 0.0
H -0.1 -0.3 -0.1
H -0.2 -0.1 -0.1
H -0.1 -0.1 0.0
H 0.0 0.0 0.0
H 0.0 0.0 0.0
H 0.0 0.1 -0.1
H 0.1 0.0 0.1
H 0.2 0.0 0.0
H 0.0 0.0 0.0
H -0.1 -0.3 0.0
H 0.0 0.0 0.0
H 0.0 0.0 0.0
H 0.1 0.0 -0.1
H -0.1 0.1 -0.1
H 0.0 0.1 0.0
H 0.0 0.0 0.1
H -0.1 0.0 0.1
H -0.1 -0.1 0.2
H -0.3 0.0 0.2
H -0.2 0.0 0.0
H 0.3 -0.1 -0.3
H -0.2 0.1 0.2
H 0.0 0.2 0.1
H -0.1 0.1 0.0
H 0.1 0.0 0.0
H 0.0 0.0 0.0
H 0.1 -0.1 0.0
H 0.0 0.0 -0.1
H 0.1 0.0 -0.1
H 0.1 0.0 -0.1
H 0.2 0.0 0.0
H 0.1 0.0 -0.1
H -0.1 0.1 0.0
H 0.0 0.0 0.1
H 0.1 -0.1 0.0
H 0.0 -0.1 0.1
H 0.0 0.0 0.0
H -0.1 -0.4 -0.3

Charge: -1

Molecular formula: C9H16GaINO7
Method: DFT, ωB97M-V with the def2-TZVPD basis set

Cartesian coordinates (Å):
I1 -1.5948 2.7891 6.0748
Ga1 -1.3018 1.8360 2.2320
O1 2.2473 -1.2178 -0.8175
O2 2.6026 0.8817 -0.1888
O3 0.0602 4.5889 4.4223
O4 -1.2528 -4.6521 -4.5319
O5 1.5821 0.4711 -2.1504
O6 -1.9596 -2.5310 -4.7783
O7 -0.8385 -3.1039 -2.9523
N1 -1.6870 0.0160 0.0067
C1 -0.2110 3.4329 4.4589
C2 -0.9365 -1.6623 -2.9079
C3 -1.3381 -3.5373 -4.1202
C4 2.0943 0.0847 -1.1525
C5 -2.0607 -1.4062 -3.8889
C6 3.0401 -1.2963 0.3700
C7 2.8584 0.0877 0.9718
C8 0.1992 2.3434 3.6077
C9 -0.5535 0.6018 0.7996
H1 2.6749 -2.1025 0.9998
H2 -2.1008 0.7993 -0.4927
H3 3.7400 0.4619 1.4851
H4 1.0956 2.6775 3.0810
H5 -3.0424 -1.4288 -3.4127
H6 0.0896 1.1292 0.0957
H7 1.9923 0.1492 1.6307
H8 -2.4503 0.9796 2.9729
H9 -1.1439 -1.3200 -1.8953
H10 0.0140 -1.2430 -3.2366
H11 -2.4088 -0.2243 0.6828
H12 0.0200 -0.2286 1.2176
H13 4.0762 -1.4922 0.0861
H14 -1.9494 -0.4822 -4.4487
H15 -1.9535 3.1537 1.5922
H16 0.3966 1.4447 4.1867

Force components x, y, z for each atom (eV/Å):
I -0.2 -0.1 0.3
Ga -0.4 -0.1 -0.1
O 0.0 0.0 -0.1
O 0.1 0.1 -0.1
O -0.2 -0.1 0.0
O 0.0 -0.1 0.0
O 0.0 0.0 -0.3
O -0.1 0.1 0.0
O 0.0 0.0 0.0
N 0.0 0.2 0.2
C 0.5 0.4 -0.3
C 0.1 0.1 0.0
C 0.0 0.1 0.1
C -0.1 -0.1 0.3
C 0.0 0.0 0.1
C 0.0 0.0 0.1
C 0.0 -0.1 0.1
C 0.2 0.0 0.2
C -0.2 0.1 0.0
H -0.1 0.0 0.0
H 0.0 0.0 -0.1
H 0.0 0.1 -0.1
H 0.0 0.0 -0.2
H 0.0 0.0 0.0
H 0.1 0.0 0.0
H 0.0 0.0 0.0
H 0.1 0.0 0.0
H 0.0 -0.1 0.1
H 0.0 0.0 0.0
H 0.0 -0.1 0.0
H 0.0 -0.1 0.0
H 0.0 0.0 0.0
H 0.0 0.0 -0.1
H 0.2 0.0 0.0
H -0.2 -0.1 0.0

Charge: -1
Energy relative to the best compared isomer or geometry (same formula, charge and spin) in eV: 0.000

Molecular formula: C4H7NO
Method: DFT, ωB97M-V with the def2-TZVPD basis set

Cartesian coordinates (Å):
O1 -1.3968 -1.4167 0.9425
N1 0.9314 -1.2892 0.9466
C1 -1.0907 1.2265 -0.5025
C2 -0.3367 -1.0208 0.5180
C3 -0.1006 0.0557 -0.5220
C4 1.7356 -0.2509 0.3163
H1 -2.0723 0.8464 -0.8240
H2 0.0807 -0.2977 -1.5320
H3 1.0616 -1.5377 1.9205
H4 -1.2244 1.6502 0.4971
H5 2.1838 -0.6634 -0.5951
H6 -0.8096 2.0292 -1.1922
H7 1.0380 0.6685 0.0268

Force components x, y, z for each atom (eV/Å):
O 0.1 0.1 -0.1
N -0.3 0.2 0.1
C 0.2 0.0 0.1
C -0.3 -0.2 0.2
C -0.3 -0.5 -0.3
C -0.8 0.2 -0.8
H 0.3 0.0 0.1
H 0.0 -0.2 0.0
H 0.1 0.0 -0.2
H 0.1 -0.1 -0.1
H 0.1 0.3 0.1
H 0.1 -0.2 0.1
H 0.8 0.5 0.7

Charge: 0
Energy relative to the best compared isomer or geometry (same formula, charge and spin) in eV: 4.294

Molecular formula: C4H4O3S
Method: DFT, ωB97M-V with the def2-TZVPD basis set

Cartesian coordinates (Å):
S1 0.5463 -0.6937 -3.1794
O1 -1.6962 -0.7745 -1.6762
O2 -0.0644 0.0047 1.9190
O3 1.9657 1.2924 1.5881
C1 -0.4221 -0.2803 0.6200
C2 1.0323 0.8794 2.2810
C3 -0.3479 -0.4293 -1.7326
C4 0.2529 0.0149 -0.5475
H1 -1.4388 -0.7833 0.6691
H2 -1.8787 -0.9553 -2.6796
H3 1.2347 0.5520 -0.5629
H4 0.8161 1.1731 3.3010

Force components x, y, z for each atom (eV/Å):
S -1.5 0.6 2.1
O 1.6 0.4 -2.7
O 1.8 1.4 -0.3
O -3.4 -1.8 2.0
C -0.1 0.3 -0.5
C 1.2 0.4 -2.8
C -0.5 -1.6 -3.6
C 0.1 0.6 3.4
H 1.6 0.6 -0.4
H 0.2 0.2 2.5
H -1.2 -0.9 0.0
H 0.2 -0.1 0.3

Charge: 0
SMILES: O=CO/C=C/C(O)=S
Energy relative to the best compared isomer or geometry (same formula, charge and spin) in eV: 1.934

Asked for highest occupied orbital energy across the records above, the calculation gives -0.1974; -0.1834; -0.3157; -0.3262 Ha in order.
Asked for molecular weight across the records above, the calculation gives 440.63; 446.85; 85.11; 132.14 g/mol in order.
Asked for E_LUMO across the records above, the calculation gives 2.7; 2.5; 0.6; -0.8 eV in order.